# 1
ORCA calculation (wB97M-V/def2-TZVPD) on an isolated molecule of C17H14N2O3S at a distorted geometry.

Properties
SMILES   Nc1nc(-c2ccc(Oc3ccccc3)cc2)c(CC(=O)O)s1
LUMO energy   0.55 eV

The geometry in ORCA input format:
```
! RIJCOSX wB97M-V def2-TZVPD def2/J DEFGRID3
* xyz 0 1
N 6.17 1.85 -0.11
C 5.07 1.06 -0.03
N 3.86 1.48 -0.04
C 2.95 0.47 0.16
C 1.53 0.80 0.14
C 0.60 0.17 0.96
C -0.74 0.45 0.87
C -1.19 1.39 -0.06
O -2.51 1.74 -0.17
C -3.47 0.77 -0.07
C -3.28 -0.54 -0.51
C -4.31 -1.45 -0.43
C -5.55 -1.07 0.06
C -5.75 0.23 0.48
C -4.72 1.15 0.41
C -0.27 2.07 -0.85
C 1.07 1.78 -0.75
C 3.49 -0.77 0.32
C 2.82 -2.09 0.48
C 1.62 -2.23 -0.44
O 1.54 -1.84 -1.57
O 0.63 -2.91 0.16
S 5.23 -0.68 0.23
H 7.03 1.42 -0.40
H 6.00 2.79 -0.44
H 0.94 -0.54 1.71
H -1.45 -0.04 1.52
H -2.32 -0.83 -0.91
H -4.15 -2.46 -0.77
H -6.35 -1.79 0.12
H -6.71 0.54 0.86
H -4.86 2.18 0.73
H -0.63 2.81 -1.54
H 1.79 2.29 -1.37
H 2.51 -2.29 1.51
H 3.53 -2.88 0.19
H -0.12 -3.02 -0.44
*
```

---

# 2
ORCA calculation (wB97M-V/def2-TZVPD) on a cluster of 2 separate species, C17H14N3O4S in total at a distorted geometry.

Properties
LUMO energy   -4.34 eV

The geometry in ORCA input format:
```
! RIJCOSX wB97M-V def2-TZVPD def2/J DEFGRID3
* xyz 1 1
O 1.09 -0.20 -3.50
S -0.18 -0.42 -4.18
O -0.35 0.42 -5.36
C -1.58 0.00 -3.03
C -2.97 -0.51 -3.56
N -3.31 -1.80 -3.86
N -4.61 -1.75 -4.25
C -5.06 -0.49 -4.17
N -4.00 0.38 -3.73
H -0.35 -1.77 -4.49
H -1.38 -0.61 -2.09
H -1.58 1.09 -2.76
H -2.67 -2.59 -3.78
H -6.08 -0.13 -4.39
H -3.99 1.39 -3.57
C -1.71 -1.03 3.69
C -0.99 -0.88 4.87
C 0.31 -0.38 4.84
C 0.88 -0.02 3.62
C 0.17 -0.19 2.44
C -1.13 -0.68 2.48
C 0.79 0.14 1.13
O 0.17 0.00 0.09
C 2.19 0.63 1.11
C 2.81 0.89 -0.12
C 4.11 1.36 -0.15
C 4.80 1.59 1.04
C 4.19 1.33 2.26
C 2.89 0.84 2.30
C 2.26 0.54 3.60
O 2.86 0.73 4.64
H -2.72 -1.41 3.72
H -1.43 -1.16 5.82
H 0.86 -0.26 5.76
H -1.70 -0.80 1.56
H 2.27 0.71 -1.05
H 4.59 1.56 -1.10
H 5.81 1.97 1.01
H 4.73 1.51 3.18
*
```

---

# 3
ORCA calculation (wB97M-V/def2-TZVPD) on a structure of composition C17H14N4O2RuS at a distorted geometry.

Properties
<S²>   0.762
LUMO energy (alpha / beta)   -4.48 / -4.24 eV

The geometry in ORCA input format:
```
! RIJCOSX wB97M-V def2-TZVPD def2/J DEFGRID3
* xyz 1 2
Ru -0.68 0.26 -0.28
O -3.08 -2.71 -1.43
C -2.31 -1.77 -1.40
N -2.01 -1.07 -0.24
C -2.61 -1.45 1.00
C -2.12 -0.53 2.08
C -2.48 -0.65 3.41
C -1.93 0.22 4.35
C -1.08 1.23 3.90
C -0.79 1.32 2.56
N -1.27 0.44 1.66
C -1.57 -1.21 -2.53
C -1.61 -1.76 -3.82
C -0.83 -1.21 -4.81
C -0.04 -0.08 -4.51
C -0.05 0.42 -3.23
N -0.77 -0.13 -2.24
H -2.36 -2.50 1.24
H -3.71 -1.41 0.92
H -3.17 -1.42 3.70
H -2.15 0.10 5.40
H -0.65 1.93 4.59
H -0.16 2.11 2.16
H -2.25 -2.61 -3.99
H -0.81 -1.63 -5.80
H 0.58 0.39 -5.26
H 0.54 1.30 -2.97
O 0.82 1.61 -0.33
N 2.06 1.31 0.06
C 2.97 2.32 0.09
C 4.25 2.11 0.52
C 4.65 0.83 0.93
C 3.72 -0.20 0.86
C 2.43 0.04 0.42
S 1.30 -1.27 0.32
H 2.60 3.28 -0.24
H 4.94 2.93 0.54
H 5.64 0.65 1.28
H 3.98 -1.21 1.13
*
```

---

# 4
ORCA calculation (wB97M-V/def2-TZVPD) on a structure of composition C17H15BCl3F4N6O3PdSi.

Properties
<S²>   2.015
LUMO energy (alpha / beta)   2.07 / 1.31 eV

The geometry in ORCA input format:
```
! RIJCOSX wB97M-V def2-TZVPD def2/J DEFGRID3
* xyz -1 3
Pd -0.41 0.79 0.28
C 4.00 -0.92 -0.35
C 2.63 -0.84 -0.22
N 2.00 0.29 0.09
C 2.73 1.39 0.25
C 4.11 1.42 0.10
C 4.76 0.23 -0.19
C 4.83 2.70 0.22
C 4.55 3.82 -0.45
C 3.52 3.99 -1.51
C 2.95 5.23 -1.73
C 2.03 5.32 -2.76
N 1.69 4.28 -3.51
C 2.28 3.13 -3.20
N 3.20 2.94 -2.26
H 4.46 -1.87 -0.60
H 2.02 -1.72 -0.37
H 2.19 2.29 0.48
H 5.83 0.21 -0.31
H 5.65 2.73 0.93
H 5.11 4.72 -0.20
H 3.20 6.09 -1.12
H 1.55 6.27 -2.99
H 1.98 2.26 -3.77
O -2.07 0.55 2.95
N -1.03 -0.24 3.10
O -0.09 -0.01 2.38
F 0.81 0.31 -4.26
B 0.37 -0.62 -3.32
F -0.13 0.03 -2.17
F -0.62 -1.46 -3.84
F 1.47 -1.44 -2.91
N 0.28 -4.18 -2.60
C -0.67 -4.60 -1.74
O -0.97 -5.77 -1.61
C -1.38 -3.53 -0.95
C -2.63 -3.84 -0.43
C -3.30 -2.86 0.28
C -2.69 -1.64 0.47
N -1.48 -1.35 0.01
C -0.84 -2.28 -0.70
H 0.73 -4.88 -3.16
H 0.44 -3.20 -2.83
H -3.04 -4.82 -0.61
H -4.29 -3.04 0.68
H -3.21 -0.85 1.02
H 0.11 -1.99 -1.11
Cl -0.02 3.03 -0.47
Si -2.14 1.68 1.57
Cl -1.76 3.45 2.58
Cl -4.20 1.75 1.25
*
```

---

# 5
ORCA calculation (wB97M-V/def2-TZVPD) on a structure of composition C17H15CdF4N3O4 at a distorted geometry.

Properties
LUMO energy   -1.17 eV

The geometry in ORCA input format:
```
! RIJCOSX wB97M-V def2-TZVPD def2/J DEFGRID3
* xyz 0 1
Cd -0.29 0.57 0.57
C 2.39 2.28 0.36
N 1.59 1.41 -0.51
C 2.44 0.33 -1.01
C 1.00 2.16 -1.63
C -0.36 2.78 -1.24
N -1.25 1.73 -0.82
C -2.30 1.32 -1.54
C -2.76 -0.01 -1.42
F -2.09 -0.84 -0.53
C -3.80 -0.54 -2.15
F -4.13 -1.83 -1.99
C -4.50 0.23 -3.06
C -4.12 1.56 -3.17
F -4.79 2.36 -4.02
C -3.08 2.10 -2.44
F -2.82 3.42 -2.58
H 3.25 2.70 -0.17
H 1.78 3.10 0.74
H 2.75 1.70 1.21
H 3.25 0.71 -1.65
H 2.89 -0.20 -0.17
H 1.84 -0.38 -1.59
H 1.69 2.94 -1.98
H 0.83 1.46 -2.45
H -0.22 3.49 -0.42
H -0.72 3.33 -2.11
H -5.28 -0.18 -3.67
O -0.09 0.09 4.81
C 0.02 -0.14 3.62
O -0.29 0.66 2.67
C 0.62 -1.50 3.20
C 1.17 -2.39 4.13
C 1.75 -3.58 3.70
C 1.83 -3.89 2.35
C 1.28 -3.00 1.43
C 0.64 -1.85 1.87
N 1.35 -3.19 0.01
O 0.89 -2.30 -0.69
O 1.89 -4.18 -0.42
H 1.12 -2.13 5.17
H 2.16 -4.26 4.43
H 2.31 -4.79 2.01
H 0.14 -1.23 1.13
*
```

---

# 6
ORCA calculation (wB97M-V/def2-TZVPD) on an isolated molecule of C17H15F2N3OS at a distorted geometry.

Properties
SMILES   Oc1cc(CSc2cccc(F)c2F)nc2c3c(nn12)CCCC3
LUMO energy   0.50 eV

The geometry in ORCA input format:
```
! RIJCOSX wB97M-V def2-TZVPD def2/J DEFGRID3
* xyz 0 1
O 1.22 -0.35 4.03
C 0.54 0.24 3.01
C -0.76 0.70 3.14
C -1.46 1.23 1.98
C -2.93 1.38 2.01
S -3.79 -0.24 2.04
C -2.94 -0.89 0.60
C -3.40 -0.49 -0.66
C -2.79 -1.03 -1.82
C -1.77 -1.99 -1.72
C -1.32 -2.37 -0.48
F -0.27 -3.31 -0.42
C -1.89 -1.86 0.69
F -1.42 -2.27 1.87
N -0.81 1.47 0.86
C 0.48 1.00 0.74
C 1.26 0.91 -0.36
C 2.47 0.24 0.09
N 2.39 -0.11 1.37
N 1.17 0.38 1.76
C 3.62 -0.10 -0.86
C 3.13 -0.07 -2.29
C 2.24 1.18 -2.60
C 0.95 1.23 -1.80
H 2.03 -0.75 3.66
H -1.33 0.57 4.06
H -3.18 1.90 1.11
H -3.21 1.91 2.91
H -4.22 0.22 -0.69
H -3.07 -0.65 -2.81
H -1.34 -2.44 -2.58
H 4.44 0.59 -0.69
H 3.92 -1.12 -0.61
H 3.99 -0.05 -2.93
H 2.56 -1.01 -2.48
H 2.04 1.25 -3.68
H 2.81 2.08 -2.39
H 0.41 2.17 -1.87
H 0.24 0.46 -2.19
*
```

---

no.,energy (eV)
1,-37814.9019
2,-41342.9590
3,-41322.7943
4,-93437.8487
5,-45963.2432
6,-40659.9899